ORCA calculation (ωB97M-V/def2-TZVPD) on a cluster of 8 separate species, C72H152N8O8 in total at a distorted geometry.

The geometry in XYZ format:
```
240
Properties=species:S:1:pos:R:3:forces:R:3
C 5.5124 -2.0980 -7.4993 -0.1629 -0.1421 -0.2140
C 4.4598 -2.3190 -6.4413 0.1187 0.7568 2.2683
C 3.0384 -2.7782 -6.9866 0.8662 1.8101 -0.2737
C 4.9185 -3.4361 -5.4696 -0.3914 -0.6211 0.8779
C 5.8870 -3.0918 -4.2874 -0.0609 -0.6557 -1.3065
C 5.4240 -1.9520 -3.4388 -1.9031 0.1970 -1.7254
C 5.1842 -0.7494 -4.4087 1.9361 1.4381 0.0401
C 4.4788 0.3510 -3.6184 -0.5464 -0.4863 0.5160
C 6.6204 -0.2032 -4.8367 -1.9290 0.2480 0.3979
N 4.3820 -1.0430 -5.5686 -2.3877 -2.6742 -1.5199
O 3.8768 0.0765 -6.3936 1.4086 -1.1101 1.4937
H 5.1385 -2.7415 -8.2957 1.0233 0.1376 -0.6351
H 5.6744 -1.0599 -7.7893 -0.7221 -0.0217 -0.3348
H 6.4864 -2.3656 -7.0897 0.0179 -0.5714 -0.2903
H 3.0451 -3.6363 -7.6587 0.5074 -0.3143 0.3656
H 2.3031 -2.9147 -6.1936 0.2463 -0.0486 0.1035
H 2.6824 -1.9739 -7.6304 -0.2060 0.1955 0.0577
H 4.0016 -3.9421 -5.1674 -0.2786 0.5087 1.0763
H 5.3308 -4.3409 -5.9161 0.6393 0.4617 -1.0369
H 6.0392 -4.0270 -3.7484 0.1145 0.0805 0.2156
H 6.8320 -2.8110 -4.7524 0.2662 -0.2998 0.1128
H 6.0740 -1.6704 -2.6104 -0.0319 0.0265 -0.1651
H 4.4213 -2.2261 -3.1107 -0.0838 0.0148 0.7156
H 4.9464 0.3237 -2.6342 0.1281 0.9111 -0.0136
H 3.4363 0.1105 -3.4098 -0.1959 -0.6240 -0.0318
H 4.3642 1.3263 -4.0914 0.9344 0.1305 0.0835
H 7.1157 0.2304 -3.9680 0.2917 -0.1934 -0.0555
H 6.3086 0.6163 -5.4842 0.7395 0.0208 -0.4319
H 7.1954 -0.9831 -5.3360 0.1017 0.4370 -0.0026
H 3.2661 0.4317 -5.7436 -0.4681 0.3195 -0.2848
C 1.0573 -5.9650 -0.0135 0.0251 -1.4609 0.4722
C 0.8424 -6.7209 -1.3545 0.4596 0.8607 -0.8994
C -0.6441 -7.1942 -1.4879 0.7483 0.1904 0.4519
C 1.0595 -5.6911 -2.5459 -0.1496 -0.6126 1.6810
C 2.4865 -5.3380 -2.8259 -0.7253 -0.3167 0.4702
C 3.1548 -6.6605 -3.0702 1.4831 0.6910 -0.2696
C 3.1734 -7.7061 -1.9049 1.6111 0.8424 -0.5211
C 3.8366 -8.9658 -2.5167 0.4580 0.0741 0.0988
C 4.0397 -7.2468 -0.6894 -0.9785 1.3704 0.3838
N 1.7884 -7.9052 -1.5805 -1.5582 1.7439 -1.4328
O 1.6623 -8.8421 -0.5978 -0.3748 -1.0746 1.5122
H 2.0769 -5.5979 0.1044 -0.2449 0.4870 -0.2760
H 0.2863 -5.2436 0.2573 0.1181 0.4256 -0.6587
H 0.9547 -6.6703 0.8111 0.0703 -0.4334 0.0525
H -1.3045 -6.3586 -1.7196 0.1578 0.3346 0.2786
H -0.8247 -7.8789 -2.3166 0.4202 -0.3005 0.1076
H -0.9658 -7.6209 -0.5379 -0.1632 -0.2380 -0.1120
H 0.6953 -6.2541 -3.4053 -0.4824 0.6841 -0.3290
H 0.5554 -4.7694 -2.2553 -0.8512 -0.2385 -0.4061
H 2.5129 -4.6535 -3.6738 0.1455 -0.3342 -0.4344
H 2.9972 -4.7518 -2.0619 -0.1633 -0.1887 0.5319
H 4.1362 -6.2742 -3.3452 0.7730 -1.1976 -0.0370
H 2.7038 -7.1137 -3.9530 0.0432 -0.1864 -0.0167
H 3.2672 -9.3296 -3.3720 0.0712 -0.1200 0.0466
H 4.1645 -9.7831 -1.8744 -1.1326 -0.1408 0.6447
H 4.8522 -8.7100 -2.8188 -0.1119 0.6814 -0.6934
H 3.4917 -7.4253 0.2357 0.3575 -1.0265 0.1076
H 4.0287 -6.1610 -0.5947 0.2198 0.4080 -0.6174
H 5.0968 -7.5055 -0.6291 -0.2557 -0.5653 -0.2019
H 1.1270 -9.5271 -1.0051 -0.0307 -0.2403 0.1012
C 0.8274 -0.6523 -0.7440 0.1267 -0.2877 0.0120
C -0.7215 -0.7046 -0.7779 0.3817 0.1832 0.3796
C -1.2311 -1.2968 -2.0707 0.9579 1.3684 -0.6212
C -1.1960 -1.7182 0.2295 -2.2252 -0.3476 3.2219
C -1.4300 -1.2633 1.6992 1.8091 2.0201 -0.4055
C -2.1247 0.1132 1.7657 0.3753 -0.2711 -1.3414
C -1.6075 1.2010 0.7436 1.0626 -1.5252 -0.2965
C -2.7398 2.1794 0.6075 -1.1824 0.4217 0.0201
C -0.3020 1.8078 1.3511 -0.1567 -0.6465 0.0713
N -1.4239 0.5642 -0.6177 -1.3766 -0.4719 2.5482
O -0.9646 1.5281 -1.4877 0.8942 0.6794 -0.9129
H 1.2175 -1.5542 -0.2723 -0.0847 -0.2892 -0.1551
H 1.2100 -0.6474 -1.7646 0.2120 0.3612 0.0629
H 1.2837 0.1287 -0.1358 -0.3329 0.3896 -0.3220
H -2.3138 -1.1820 -2.0176 -0.0444 -1.2439 -0.0734
H -0.9602 -0.6463 -2.9023 0.3782 -0.0617 -0.2031
H -0.6614 -2.2230 -2.1453 -0.9709 -0.5636 -0.5506
H -2.2383 -2.0247 0.1407 -0.1292 -0.2822 -1.6683
H -0.6033 -2.6298 0.3060 0.1824 0.0983 -0.5997
H -2.0076 -1.9770 2.2865 0.3269 -0.0179 -0.1481
H -0.4363 -1.0980 2.1155 0.1132 -0.3680 0.6909
H -1.9788 0.5465 2.7551 -0.5167 -0.0656 0.0999
H -3.1670 -0.0681 1.5031 -0.2493 0.2449 0.4202
H -2.7272 2.9067 -0.2043 0.7850 0.3390 0.2387
H -2.9487 2.6561 1.5652 0.2673 0.3992 -0.0303
H -3.6774 1.6669 0.3919 0.0320 -0.5153 -0.0081
H -0.5973 2.5236 2.1183 0.2493 0.2373 -0.0989
H 0.4750 2.1916 0.6901 -0.6430 0.5784 -0.4424
H 0.2610 1.0226 1.8557 -0.1952 -0.2662 0.3117
H -1.7598 1.8336 -1.9303 -0.0026 0.0382 -0.2293
C 4.5368 3.8083 3.4808 -0.8692 -0.5051 -1.9349
C 3.2216 4.3397 4.1843 0.8106 -2.9447 0.1176
C 1.9448 4.3063 3.2886 0.8261 0.4276 -0.2043
C 2.9081 3.2230 5.2849 -0.6535 1.4756 0.8919
C 1.9064 3.7905 6.3149 0.2940 0.3470 -0.5104
C 2.4198 5.1465 6.9187 -0.4652 -1.0512 -0.7496
C 2.8274 6.2389 5.8339 -2.0866 -0.4646 0.9686
C 1.4714 6.8244 5.2776 0.6092 1.2439 -0.9984
C 3.6803 7.3407 6.5872 0.6689 -1.7213 -1.1837
N 3.5813 5.5967 4.7362 0.7798 0.5013 2.8586
O 3.9229 6.5026 3.7317 -0.4079 0.5974 -0.3969
H 5.0050 4.4687 2.7508 -0.0594 0.7763 0.3693
H 5.3517 3.3230 4.0179 -0.4003 0.4445 0.9346
H 4.2720 3.0422 2.7520 -0.5261 -0.5188 0.0904
H 1.8291 3.2605 3.0039 -0.3970 0.1916 -0.2826
H 1.0633 4.7014 3.7935 0.0566 -0.4935 0.3753
H 2.0049 4.9580 2.4170 0.4574 -0.1926 -0.2634
H 2.5694 2.2760 4.8646 -0.3346 0.3218 -0.5946
H 3.6998 2.8643 5.9427 0.9397 0.6321 -0.4262
H 0.9035 3.9994 5.9426 0.0198 -0.1255 -0.5650
H 1.7418 2.9822 7.0274 0.1165 0.3839 0.6256
H 3.1853 4.9443 7.6679 0.3273 0.1871 -0.2123
H 1.5284 5.4877 7.4451 0.2945 0.6125 0.2258
H 0.4797 6.4100 5.4587 0.4490 -0.5971 0.6931
H 1.5197 6.8576 4.1891 0.1800 -0.1469 -0.1806
H 1.3924 7.8899 5.4930 -0.0350 0.0944 0.4594
H 4.2333 7.9045 5.8358 -0.3385 0.4815 0.0978
H 4.4519 6.7615 7.0943 0.1463 0.0474 0.2010
H 3.2074 7.9625 7.3473 -0.4795 -0.1137 -0.4534
H 4.8790 6.4294 3.6858 0.1591 0.1189 -0.0227
C -6.3446 6.5482 3.1688 1.4867 -1.8893 0.1354
C -5.0089 6.2673 2.2729 0.6802 3.4860 -1.4110
C -4.9798 5.1504 1.2402 -1.4559 -2.3653 1.4515
C -5.0309 7.5393 1.3076 -0.1844 0.9783 1.0778
C -3.6960 8.0580 0.8134 -0.0688 -1.4393 0.1086
C -2.7576 8.2071 2.0087 0.4547 -0.3151 -1.1143
C -2.4717 6.8622 2.8027 -1.0691 1.5052 1.3593
C -1.6359 5.8542 2.0077 0.4624 -0.5635 -0.4694
C -1.8805 7.3114 4.2052 1.2162 -0.6255 -1.2289
N -3.7684 6.2952 3.1552 -2.7228 1.2777 -1.9353
O -3.8073 5.3809 4.1955 0.2333 -0.3894 0.0591
H -7.2810 6.9462 2.7778 0.2625 -0.5610 -1.2484
H -6.5100 5.5759 3.6329 -0.5818 0.1458 0.4099
H -6.1928 7.2954 3.9477 0.9504 -0.1796 0.1233
H -5.9016 5.0524 0.6668 -0.2529 0.4533 0.0324
H -4.1843 5.0342 0.5041 0.3828 0.7543 0.4593
H -4.9949 4.2429 1.8438 0.3181 -0.6095 -0.1897
H -5.6126 7.3139 0.4138 -0.4133 -0.1788 0.3077
H -5.5639 8.2945 1.8853 0.0617 0.4639 -0.2322
H -3.4665 7.2730 0.0929 1.1414 -0.0540 -0.0588
H -3.7416 8.9580 0.2002 -0.3002 0.2145 0.3109
H -3.2037 9.0487 2.5387 -0.1506 -0.5190 1.0752
H -1.8314 8.6712 1.6699 0.4955 -0.4744 -0.0299
H -0.5902 6.0678 1.7865 0.0137 0.6666 0.2211
H -2.0865 5.6231 1.0424 -0.2064 0.5118 -0.1761
H -1.5904 4.8462 2.4201 -0.2620 0.1186 0.8384
H -0.9913 7.9088 4.0042 0.1985 0.0022 0.0243
H -1.5494 6.4341 4.7610 -0.0532 -0.0097 0.0191
H -2.4944 7.9238 4.8657 -0.5746 -0.1083 -0.4760
H -3.9210 5.9780 4.9386 -0.1389 -0.3294 0.5471
C -3.6266 -3.0069 4.8205 -0.6009 -1.0380 1.2268
C -3.3368 -4.3077 5.6305 -0.9003 -1.2833 -0.2906
C -3.4351 -3.9219 7.2234 1.0029 -1.3630 -1.2483
C -4.5109 -5.4538 5.3051 0.8603 1.5854 -1.3692
C -4.4294 -6.0846 3.8946 -0.5066 1.1063 0.5402
C -3.0733 -6.6323 3.7098 1.5786 0.9766 -0.0251
C -1.8982 -5.5629 3.9157 -0.5949 -1.3131 -0.3546
C -0.5431 -6.3274 4.0665 -0.0251 0.9738 -0.9305
C -1.9478 -4.6413 2.6367 0.6251 0.0609 1.0902
N -2.0475 -4.8979 5.2187 -3.7926 -2.1430 -0.2048
O -0.9998 -4.1416 5.5812 1.8835 1.2862 0.7971
H -2.7142 -2.4146 4.8891 -0.3257 0.4049 -0.0036
H -3.9438 -3.1365 3.7858 0.1003 -0.1563 0.1941
H -4.4770 -2.6362 5.3927 0.1100 1.0149 -0.3231
H -4.4637 -4.0533 7.5590 0.0089 0.3603 -0.1309
H -2.8332 -4.5925 7.8367 -0.1123 -0.7942 -0.2719
H -2.9790 -2.9969 7.5761 -0.4935 0.6085 -0.8442
H -4.5713 -6.3838 5.8705 0.1206 0.8369 1.3094
H -5.4051 -4.8340 5.2390 -0.4366 -0.4029 0.9523
H -5.0741 -6.9621 3.8462 -0.5441 0.2361 0.0686
H -4.7824 -5.3793 3.1423 0.2768 0.0100 -0.2668
H -3.0253 -7.0035 2.6860 0.5469 -0.4219 0.1059
H -3.0363 -7.4273 4.4546 0.7376 -0.2804 -0.1461
H -0.3443 -6.9550 3.1978 -0.1634 -0.2788 0.1082
H -0.4364 -6.8670 5.0075 -0.5136 -0.2666 -0.1420
H 0.2701 -5.6019 4.0844 0.0267 0.1405 -0.1133
H -2.8514 -4.0338 2.5879 0.0021 -0.4132 -0.0225
H -1.8601 -5.2029 1.7066 0.1018 -0.1498 0.0993
H -1.1286 -3.9259 2.7088 0.1902 -0.0255 -0.1641
H -0.6999 -4.6961 6.3053 0.8732 0.5908 0.2964
C 2.0055 5.2426 -2.9562 0.0514 1.5517 0.8408
C 2.2678 5.2574 -1.3606 0.5481 -1.5649 -1.5610
C 0.9742 5.5890 -0.5102 0.6881 -1.1770 -0.9461
C 2.7044 3.7444 -1.0908 1.0891 0.8571 2.3740
C 4.1746 3.3147 -1.5378 -0.3765 1.9642 0.9555
C 5.2591 4.4332 -0.9959 -1.2574 -0.6401 -1.2498
C 4.8479 5.8939 -1.2434 -1.1967 1.8033 0.6607
C 5.6477 6.8123 -0.1927 -0.2665 -0.9372 -1.1351
C 5.2492 6.3658 -2.6913 -0.8288 0.2059 0.2543
N 3.3772 6.1235 -0.8992 0.8201 -2.4437 0.4748
O 3.0391 7.4516 -1.0062 -0.1278 1.2215 -0.7950
H 1.0595 4.7851 -3.2458 -0.0247 -0.1498 0.3363
H 1.9840 6.2692 -3.3219 -0.2925 0.2572 0.0359
H 2.7902 4.8027 -3.5716 0.2238 -0.4033 0.5085
H 0.9444 4.9665 0.3840 0.3118 -0.0473 0.1159
H 0.8178 6.6156 -0.1789 0.2066 0.0101 -0.5600
H 0.1512 5.2129 -1.1179 -0.3532 0.4049 0.0697
H 2.6956 3.7345 -0.0009 0.7713 0.1487 0.6209
H 1.8981 3.0119 -1.1292 -0.1133 -0.0384 -1.5616
H 4.5042 2.3608 -1.1261 -0.4138 -0.0281 0.2317
H 4.1637 3.1604 -2.6167 0.4574 0.4579 -0.0921
H 6.2047 4.3296 -1.5280 0.0036 -0.3094 -0.1858
H 5.5507 4.3113 0.0473 -0.6736 -0.3457 0.1968
H 5.3483 6.7125 0.8506 -0.0411 -0.8136 -0.0183
H 5.6065 7.8928 -0.3301 -0.0486 -0.0970 -0.7750
H 6.6547 6.4451 -0.3909 0.3923 0.4389 0.6188
H 5.6768 5.5689 -3.2998 0.3208 0.0415 0.1955
H 5.8803 7.2536 -2.6501 0.4354 -0.3179 0.0178
H 4.4002 6.7256 -3.2725 -0.3401 -0.1269 0.2547
H 3.0726 7.7953 -0.1105 -0.0388 0.0059 0.1910
C -6.0584 -6.0777 -3.9880 -0.0565 0.9435 -0.1713
C -5.3011 -4.7901 -4.4932 3.2759 -0.0772 1.5426
C -3.8674 -5.2180 -5.0318 -1.3292 -0.9385 0.0395
C -5.9400 -4.1095 -5.6567 -0.2668 -1.4959 -1.8973
C -7.0558 -3.2513 -5.3363 -1.8920 1.4547 -0.0098
C -6.7273 -2.1929 -4.3247 0.1440 -0.0974 -0.4523
C -6.0421 -2.7532 -3.0770 0.6975 0.4161 0.8071
C -5.3042 -1.6043 -2.3963 -0.5245 1.3683 0.3972
C -7.0565 -3.2608 -2.0670 -0.1803 -1.0011 0.5596
N -4.9938 -3.7426 -3.4573 -3.3988 1.5342 -3.2965
O -4.2008 -4.0410 -2.4156 1.2871 -1.2532 1.1769
H -5.4364 -6.7755 -3.4275 0.3180 0.1033 -0.2860
H -6.8708 -5.8435 -3.3001 -0.0575 0.2729 -0.1396
H -6.5109 -6.5640 -4.8522 0.1499 -0.2582 0.0394
H -3.3200 -5.7981 -4.2888 -0.0351 -0.1034 -0.0794
H -4.1501 -5.8444 -5.8779 0.4580 -0.5419 -0.0389
H -3.2017 -4.4702 -5.4626 -0.4313 0.5738 0.3901
H -5.3051 -3.6185 -6.3942 0.9173 0.5613 0.8548
H -6.2966 -4.8615 -6.3605 -0.2669 -0.7261 0.2394
H -7.3955 -2.7304 -6.2314 -0.0243 0.0185 -0.2329
H -7.9717 -3.7229 -4.9801 0.1383 -0.7854 0.0659
H -7.7201 -1.7644 -4.1874 0.3188 0.6197 0.9901
H -6.0787 -1.4492 -4.7876 0.0965 0.1341 0.0547
H -6.0286 -0.8064 -2.2327 -0.3191 0.2111 -0.2442
H -4.5293 -1.1349 -3.0023 0.1932 -0.3616 -0.1234
H -4.9540 -1.7395 -1.3730 0.3303 -0.7267 -0.1819
H -7.6436 -4.0841 -2.4740 -0.2738 0.1504 -0.0401
H -7.7165 -2.5050 -1.6414 -0.0870 0.2504 -0.4906
H -6.5596 -3.6676 -1.1863 0.3287 -0.1553 -0.0493
H -3.3671 -3.7068 -2.7544 0.5660 -0.0439 0.6374
```
Positions in Å, forces in eV/Å.

The net charge is 0. The gap between HOMO and LUMO comes out at 8.269 eV. As for the multiplicity: 1. The value obtained for the energy above the lowest of the compared OMol25 structures with the same formula, charge and spin is 1100.1 kJ/mol. The calculation puts the HOMO energy at -7.85 eV. Its SMILES is CC1(C)CCCC(C)(C)N1O.CC1(C)CCCC(C)(C)N1O.CC1(C)CCCC(C)(C)N1O.CC1(C)CCCC(C)(C)N1O.CC1(C)CCCC(C)(C)N1O.CC1(C)CCCC(C)(C)N1O.CC1(C)CCCC(C)(C)N1O.CC1(C)CCCC(C)(C)N1O. For the total energy, the calculation gives -3873.78007 hartree. The value obtained for the LUMO energy is 0.4198 eV.

Mulliken population analysis, charges in e, atoms 1 to 2: number 1, C, carries -1.5914; number 2, C, carries 1.4863